1.
{
  "formula": "C18H48CuF5GeOSbSi3Te",
  "method": "the ωB97M-V functional and the def2-TZVPD basis",
  "elements": ["Cu", "C", "Si", "C", "C", "Ge", "Si", "C", "C", "C", "Si", "C", "C", "C", "H", "H", "H", "H", "H", "H", "H", "H", "H", "H", "H", "H", "H", "H", "H", "H", "H", "H", "H", "H", "H", "H", "H", "H", "H", "H", "H", "C", "C", "C", "Sb", "C", "C", "C", "C", "C", "C", "H", "H", "H", "H", "H", "H", "H", "H", "H", "H", "H", "H", "H", "H", "H", "H", "H", "H", "H", "H", "H", "F", "Te", "F", "F", "F", "F", "O"],
  "coordinates": [[-0.9137, -1.4144, -0.6321], [3.6598, -1.0494, 4.2044], [2.4728, -1.9907, 3.0833], [1.8799, -3.4301, 4.1104], [3.4591, -2.4914, 1.5774], [0.9233, -0.1596, 2.3812], [-0.7439, 0.9657, 3.7514], [-1.4675, 2.2834, 2.6482], [0.3063, 1.7362, 5.0931], [-2.0465, -0.1180, 4.4777], [2.0653, 1.6630, 1.0914], [3.3250, 0.8254, 0.0110], [2.9470, 2.8123, 2.2680], [0.8531, 2.6005, 0.0399], [4.4638, -1.6994, 4.5619], [3.1434, -0.6482, 5.0808], [4.1207, -0.2091, 3.6770], [2.7765, -3.9413, 4.4734], [1.2698, -4.1828, 3.6109], [1.2951, -3.0587, 4.9533], [4.2016, -3.2377, 1.8761], [3.9783, -1.6256, 1.1680], [2.8720, -2.9441, 0.7778], [-0.7751, 3.1202, 2.5373], [-2.4000, 2.6656, 3.0728], [-1.6865, 1.8888, 1.6531], [1.0403, 2.4294, 4.6768], [0.8493, 0.9724, 5.6552], [-0.3171, 2.2888, 5.8023], [-2.5742, -0.6824, 3.7099], [-2.7551, 0.5206, 5.0152], [-1.6167, -0.8417, 5.1692], [4.1582, 0.4253, 0.5903], [3.7270, 1.5634, -0.6910], [2.8778, 0.0085, -0.5566], [3.6031, 2.2769, 2.9567], [2.2563, 3.4198, 2.8552], [3.5665, 3.4888, 1.6689], [0.0665, 1.9349, -0.3186], [1.3893, 3.0060, -0.8243], [0.3876, 3.4295, 0.5734], [-1.7462, 3.2298, -3.1800], [-2.6464, 1.9981, -3.3030], [-3.1493, 1.7934, -4.7267], [-1.6076, 0.3502, -2.3933], [0.2676, 0.2559, -3.4835], [0.2176, 0.4836, -4.9926], [0.9494, -1.0689, -3.1478], [-2.6772, -1.4062, -3.1459], [-2.5674, -1.7384, -4.6305], [-4.1293, -1.2466, -2.6947], [-2.2797, 4.1238, -3.5141], [-0.8494, 3.1338, -3.7965], [-1.4229, 3.4004, -2.1506], [-3.5093, 2.1381, -2.6467], [-2.3480, 1.5391, -5.4199], [-3.6112, 2.7198, -5.0823], [-3.9041, 1.0102, -4.7833], [0.8559, 1.0659, -3.0387], [-0.4023, -0.2579, -5.4969], [1.2255, 0.4040, -5.4131], [-0.1622, 1.4721, -5.2517], [0.3940, -1.9243, -3.5407], [1.0715, -1.2164, -2.0689], [1.9511, -1.1010, -3.5866], [-2.2388, -2.2389, -2.5842], [-2.8626, -0.9051, -5.2679], [-3.2258, -2.5806, -4.8679], [-1.5552, -2.0334, -4.9069], [-4.6102, -0.3945, -3.1821], [-4.2077, -1.1046, -1.6144], [-4.7068, -2.1387, -2.9522], [-0.5664, -3.5060, -0.4917], [-0.0968, -3.0150, 1.4137], [-1.2559, -4.3205, 2.0661], [-0.6451, -2.1524, 3.1766], [-1.9177, -2.1947, 1.0283], [0.9579, -4.6479, 1.1134], [0.3731, -0.5269, 0.7265]],
  "lowdin_spin": [0.0378, 0.0004, 0.0094, 0.0044, -0.0010, 0.1700, 0.0709, 0.0038, 0.0072, 0.0196, 0.1852, 0.0224, 0.0559, 0.0123, -0.0002, 0.0001, 0.0005, 0.0008, -0.0001, -0.0001, -0.0002, 0.0001, 0.0001, 0.0002, 0.0006, 0.0001, 0.0000, 0.0002, 0.0013, 0.0001, 0.0040, 0.0000, 0.0003, 0.0043, -0.0002, 0.0002, -0.0003, 0.0103, -0.0002, 0.0028, -0.0002, 0.0000, -0.0001, 0.0000, -0.0005, -0.0001, 0.0000, -0.0004, 0.0002, 0.0001, 0.0000, 0.0000, 0.0000, 0.0000, 0.0000, 0.0000, 0.0000, 0.0000, 0.0000, 0.0000, 0.0000, 0.0000, 0.0000, -0.0004, 0.0000, 0.0000, 0.0000, 0.0000, 0.0000, 0.0000, 0.0000, 0.0000, -0.0007, 0.0039, 0.0022, 0.0180, 0.0076, 0.0033, 0.3446],
  "s2": 0.7571,
  "spin_multiplicity": 2,
  "homo_lumo_gap_ev": [8.66, 5.74]
}

2.
{
  "formula": "C18H48N6O4P2",
  "method": "the ωB97M-V functional and the def2-TZVPD basis",
  "elements": ["C", "C", "C", "C", "C", "O", "C", "O", "H", "H", "H", "H", "H", "H", "H", "H", "H", "H", "H", "H", "O", "P", "N", "C", "C", "N", "C", "C", "N", "C", "C", "H", "H", "H", "H", "H", "H", "H", "H", "H", "H", "H", "H", "H", "H", "H", "H", "H", "H", "O", "P", "N", "C", "C", "N", "C", "C", "N", "C", "C", "H", "H", "H", "H", "H", "H", "H", "H", "H", "H", "H", "H", "H", "H", "H", "H", "H", "H"],
  "coordinates": [[-0.5739, -2.6404, -2.0905], [-1.6555, -1.4988, -1.6949], [-2.4774, -1.0249, -3.0003], [-2.9308, 0.5230, -2.8592], [-3.7213, -1.9998, -3.3124], [-4.9833, -1.5201, -2.7857], [-5.3297, -2.1399, -1.5757], [-5.2679, -3.3482, -1.3260], [-0.2862, -3.2389, -1.1537], [-1.0122, -3.3630, -2.8685], [0.4058, -2.1989, -2.5017], [-2.3318, -1.9031, -0.8657], [-1.1646, -0.5649, -1.2609], [-1.7677, -1.1506, -3.8958], [-3.6215, 0.6738, -1.9622], [-1.9533, 1.1276, -2.7294], [-3.5299, 0.8718, -3.7728], [-3.8342, -1.9957, -4.4559], [-3.4594, -3.0656, -3.0314], [-5.7624, -1.4676, -0.7527], [-0.7815, -1.1925, 1.5653], [-0.1852, -1.2188, 2.9832], [-0.9536, -2.6669, 3.4485], [-2.3254, -2.8553, 3.8624], [-0.4234, -3.8791, 2.8268], [-0.9693, 0.2328, 3.4722], [-2.0853, 0.3536, 4.3836], [-1.1150, 1.2562, 2.4308], [0.6013, -1.2251, 4.5647], [0.2922, -2.0065, 5.7467], [1.4576, -0.0812, 4.8671], [-2.3981, -3.7362, 4.5104], [-3.0037, -2.9833, 3.0081], [-2.7172, -2.0525, 4.4825], [0.5397, -4.1371, 3.2848], [-0.2672, -3.7445, 1.7517], [-1.0793, -4.7422, 2.9557], [-3.0257, 0.0316, 3.9247], [-2.2148, 1.3939, 4.7036], [-1.9227, -0.1966, 5.3115], [-1.9783, 1.0544, 1.7869], [-0.2214, 1.3026, 1.8048], [-1.2403, 2.2519, 2.8673], [-0.6717, -1.7367, 6.1847], [1.0486, -1.8654, 6.5260], [0.3008, -3.0790, 5.5457], [0.9190, 0.6735, 5.4503], [1.8159, 0.3901, 3.9489], [2.3474, -0.3853, 5.4268], [0.4733, 1.2679, -2.4185], [1.8238, 1.8412, -2.8775], [2.7361, 0.7045, -2.0073], [3.0243, 0.6907, -0.5912], [2.7186, -0.6480, -2.5579], [1.5934, 3.3583, -2.0992], [2.2509, 3.8289, -0.9005], [0.2174, 3.8675, -2.0970], [3.3492, 2.4852, -3.4912], [4.7036, 2.2494, -3.0292], [3.2564, 3.6604, -4.3537], [3.9584, 0.1466, -0.4097], [2.2191, 0.2234, -0.0076], [3.2176, 1.6733, -0.1670], [3.3558, -0.6908, -3.4502], [1.7099, -0.9544, -2.8428], [3.1004, -1.3953, -1.8594], [1.8634, 3.3388, -0.0014], [2.1050, 4.9081, -0.7755], [3.3338, 3.7060, -0.9477], [-0.3781, 3.4126, -1.2974], [-0.2730, 3.6639, -3.0509], [0.1961, 4.9533, -1.9627], [4.8835, 2.6659, -2.0353], [5.4384, 2.7016, -3.7037], [4.9564, 1.1880, -3.0183], [3.4196, 4.5824, -3.7855], [2.2728, 3.7207, -4.8249], [3.9873, 3.6176, -5.1670]],
  "lowdin_charge": [-0.0981, -0.2126, -0.3164, -0.0803, -0.1698, -0.0805, -0.2765, 0.0322, 0.0677, 0.0752, 0.0440, 0.1056, 0.0881, 0.1375, 0.0783, 0.0592, 0.0814, 0.1331, 0.1230, 0.1569, -0.2946, 0.7560, -0.3672, -0.1250, -0.1272, -0.3269, -0.1358, -0.1441, -0.3078, -0.1142, -0.1433, 0.0839, 0.0899, 0.0483, 0.0729, 0.0618, 0.0812, 0.0843, 0.0824, 0.0626, 0.0803, 0.0622, 0.0783, 0.0745, 0.0814, 0.0775, 0.0832, 0.0701, 0.0759, -0.2925, 0.7624, -0.3606, -0.1207, -0.1249, -0.3254, -0.1347, -0.1436, -0.3066, -0.1134, -0.1424, 0.0843, 0.0831, 0.0482, 0.0764, 0.0354, 0.0872, 0.0797, 0.0832, 0.0632, 0.0782, 0.0706, 0.0784, 0.0744, 0.0818, 0.0776, 0.0832, 0.0725, 0.0764],
  "homo_lumo_gap_ev": 7.06
}

3.
{
  "formula": "C18H50BN9O4P2",
  "method": "the ωB97M-V functional and the def2-TZVPD basis",
  "elements": ["C", "N", "C", "B", "C", "C", "O", "C", "N", "N", "C", "O", "H", "H", "H", "H", "H", "H", "H", "H", "H", "H", "H", "H", "H", "H", "O", "P", "N", "C", "C", "N", "C", "C", "N", "C", "C", "H", "H", "H", "H", "H", "H", "H", "H", "H", "H", "H", "H", "H", "H", "H", "H", "H", "H", "O", "P", "N", "C", "C", "N", "C", "C", "N", "C", "C", "H", "H", "H", "H", "H", "H", "H", "H", "H", "H", "H", "H", "H", "H", "H", "H", "H", "H"],
  "coordinates": [[-1.7420, -4.9285, -0.7901], [-1.5826, -5.0404, 0.6708], [-0.5366, -6.0268, 0.9935], [0.0772, -5.9057, 2.4370], [1.4524, -6.6346, 2.7345], [1.2582, -8.0740, 3.2652], [0.1975, -8.7723, 2.6265], [2.5833, -8.8660, 3.0831], [2.6071, -9.6768, 1.8770], [-0.5621, -5.1370, 3.5104], [-1.5790, -5.5913, 3.9819], [-2.5623, -6.0758, 4.3604], [-2.3688, -5.7428, -1.1750], [-0.7835, -5.0096, -1.3020], [-2.1754, -3.9654, -1.0640], [-2.4800, -5.3747, 1.0010], [-0.8962, -7.0641, 0.8734], [0.3005, -5.9071, 0.3014], [2.0409, -6.0122, 3.4109], [1.9846, -6.7034, 1.7781], [1.0243, -7.9919, 4.3333], [-0.6399, -8.5581, 3.0519], [2.7549, -9.4723, 3.9721], [3.3986, -8.1459, 3.0030], [2.1764, -9.1879, 1.1042], [2.1295, -10.5558, 2.0077], [-1.2199, -0.1778, -0.2761], [-0.5821, 0.2860, 0.9957], [1.0738, 0.2985, 0.5191], [2.2199, 0.1734, 1.3959], [1.3742, 1.1525, -0.6327], [-0.9350, -1.0801, 1.9763], [0.0513, -1.7589, 2.7899], [-1.8867, -2.0506, 1.4382], [-0.3660, 1.2773, 2.4118], [-1.5565, 1.3178, 3.2984], [-0.0782, 2.6918, 2.0694], [2.4084, 1.0596, 2.0203], [3.1164, 0.0104, 0.7941], [2.1530, -0.6902, 2.0497], [1.3346, 2.2242, -0.3978], [0.6656, 0.9661, -1.4394], [2.3681, 0.9341, -1.0251], [0.7470, -2.3565, 2.1837], [-0.4421, -2.4382, 3.4878], [0.6120, -1.0606, 3.4128], [-1.4319, -2.6972, 0.6930], [-2.7397, -1.5451, 0.9902], [-2.2862, -2.6829, 2.2348], [-2.4477, 1.6773, 2.7752], [-1.3575, 1.9817, 4.1410], [-1.7771, 0.3419, 3.7169], [-0.8267, 3.1099, 1.3904], [0.9010, 2.8029, 1.6055], [-0.0469, 3.3035, 2.9699], [1.4080, 5.2871, -1.8568], [0.4651, 5.9546, -2.8078], [-1.0402, 5.3888, -2.1875], [-2.2819, 5.2581, -2.9238], [-1.2836, 5.7180, -0.7867], [0.8969, 5.1070, -4.2388], [-0.0668, 4.4931, -5.1317], [2.1051, 4.2919, -4.1831], [-0.2078, 7.2536, -3.7484], [0.7560, 7.8777, -4.6914], [-0.7070, 8.3677, -2.9026], [-2.7630, 6.2169, -3.1681], [-2.9947, 4.6852, -2.3275], [-2.1639, 4.6968, -3.8444], [-1.5076, 6.7818, -0.6253], [-0.4094, 5.4708, -0.1836], [-2.1173, 5.1390, -0.3865], [-0.5008, 3.5801, -4.7049], [0.4170, 4.2201, -6.0735], [-0.8623, 5.1859, -5.4069], [1.9370, 3.3380, -3.6686], [2.9117, 4.8166, -3.6800], [2.4525, 4.0773, -5.1969], [1.6387, 8.2699, -4.1782], [0.2669, 8.6986, -5.2172], [1.0856, 7.1760, -5.4495], [0.0537, 8.7361, -2.2091], [-1.5807, 8.0660, -2.3265], [-1.0293, 9.1971, -3.5298]],
  "lowdin_charge": [-0.1248, -0.1357, -0.1405, -0.3540, -0.0682, -0.3727, -0.0426, -0.2278, 0.0083, 0.2708, -0.3233, 0.1791, 0.0778, 0.0753, 0.0712, 0.1039, 0.1207, 0.1104, 0.1154, 0.1068, 0.1405, 0.0956, 0.1123, 0.1050, 0.0659, 0.0646, -0.2975, 0.6688, -0.2980, -0.1344, -0.1328, -0.3187, -0.1440, -0.1351, -0.2718, -0.1264, -0.1287, 0.0780, 0.0803, 0.0457, 0.0650, 0.0699, 0.0776, 0.0842, 0.0617, 0.0719, 0.0507, 0.0721, 0.0734, 0.0853, 0.0785, 0.0687, 0.0780, 0.0610, 0.0813, -0.3019, 0.6660, -0.2967, -0.1291, -0.1420, -0.3290, -0.1441, -0.1348, -0.2734, -0.1243, -0.1290, 0.0781, 0.0824, 0.0476, 0.0660, 0.0649, 0.0763, 0.0853, 0.0784, 0.0709, 0.0812, 0.0698, 0.0780, 0.0865, 0.0795, 0.0694, 0.0878, 0.0571, 0.0803],
  "homo_lumo_gap_ev": 8.46
}

Computed calculated total energy, in the same sequence as the records: -6383.38625; -2026.55831; -2217.13121 hartree.